(1)
Formula: C15H16BrGaN2O5
Source: the OMol25 dataset
Level of theory: ωB97M-V/def2-TZVPD

Each line ends with the Mulliken charge.
Geometry (Å):
Ga: -0.68 0.27 -0.36  0.108
C: 1.99 -3.72 -3.09  -1.496
C: 1.27 -2.40 -3.09  0.292
C: 1.11 -1.65 -4.25  -0.272
C: 0.45 -0.42 -4.24  -0.749
C: -0.04 0.00 -3.03  0.445
Br: -0.91 1.64 -2.74  -0.038
N: 0.08 -0.71 -1.90  0.169
C: 0.75 -1.88 -1.92  -0.009
H: 1.39 -4.47 -3.61  0.342
H: 2.18 -4.08 -2.08  0.395
H: 2.94 -3.65 -3.62  0.408
H: 1.52 -2.01 -5.18  0.503
H: 0.34 0.17 -5.13  0.476
H: 0.86 -2.39 -0.97  0.494
O: 0.77 -0.30 0.73  -0.276
C: 1.24 0.39 1.69  0.220
C: 0.75 1.62 2.17  1.122
C: 1.43 2.20 3.26  -0.756
C: 0.98 3.38 3.76  -0.430
C: -0.13 4.03 3.22  -0.320
C: -0.80 3.49 2.14  -0.748
C: -0.37 2.28 1.60  0.224
O: -1.05 1.78 0.57  -0.617
N: 1.67 3.99 4.92  0.992
O: 2.73 3.50 5.24  -0.565
O: 1.18 5.00 5.37  -0.570
H: 2.12 -0.03 2.18  0.440
H: 2.30 1.73 3.70  0.544
H: -0.45 4.96 3.66  0.541
H: -1.65 3.98 1.70  0.497
C: -2.09 -2.71 -0.04  -1.132
C: -3.16 -1.66 -0.10  -0.066
O: -2.52 -0.33 -0.31  -0.216
H: -2.55 -3.66 0.24  0.457
H: -1.34 -2.48 0.72  0.293
H: -1.62 -2.86 -1.01  0.276
H: -3.71 -1.58 0.83  0.341
H: -3.84 -1.80 -0.92  0.298
H: -3.14 0.39 -0.12  0.380

Summary:
Highest occupied orbital energy   -15.55 eV
Orbital gap   0.3020 Eh
Total charge   +2
Energy   -5565.1043 hartree
Energy relative to the best compared isomer or geometry (same formula, charge and spin)   0.087 eV
Spin multiplicity   1
Lowest unoccupied orbital energy   -7.3 eV



(2)
Formula: C15H16Cl2F5IrN4O3SSe
Source: the OMol25 dataset
Level of theory: ωB97M-V/def2-TZVPD

Each line ends with the Mulliken charge.
Geometry (Å):
Ir: -0.68 -0.88 0.22  0.815
C: 4.14 0.99 -0.64  -0.907
C: 3.74 -0.29 0.01  1.223
N: 4.57 -1.19 0.48  -0.901
N: 3.74 -2.19 0.98  0.150
C: 2.43 -1.82 0.77  -0.118
S: 0.95 -2.47 1.07  -0.713
N: 2.45 -0.63 0.16  0.648
N: 1.24 -0.15 -0.11  -1.667
H: 5.23 1.07 -0.66  0.358
H: 3.73 1.83 -0.08  0.281
H: 3.76 1.02 -1.66  0.086
H: 4.09 -3.03 1.41  0.193
H: 1.01 1.08 0.22  0.495
H: 1.04 0.30 -1.31  0.417
Cl: -4.76 -3.38 -0.65  -0.183
C: -4.80 -2.25 0.74  0.078
Cl: -4.48 -3.14 2.25  -0.171
C: -3.80 -1.09 0.54  0.136
O: -4.34 0.06 0.50  -0.740
O: -2.57 -1.38 0.45  0.013
H: -5.82 -1.87 0.80  0.387
C: -0.88 -2.17 3.90  -1.650
C: -0.81 -1.54 2.51  1.203
C: -1.72 -0.32 2.42  -1.715
C: -1.16 -2.54 1.46  -0.285
H: -0.59 -1.45 4.67  0.408
H: -0.21 -3.03 3.98  0.333
H: -1.89 -2.52 4.13  0.305
H: 0.22 -1.21 2.33  0.018
H: -2.77 -0.59 2.60  0.390
H: -1.66 0.15 1.44  0.394
H: -1.44 0.44 3.17  0.415
H: -2.21 -2.85 1.26  0.282
H: -0.49 -3.38 1.21  0.197
O: -1.44 -2.40 -0.37  -0.525
F: 1.11 5.71 -5.05  -0.307
C: 0.82 4.68 -4.23  0.337
C: 1.69 3.58 -4.16  0.388
F: 2.81 3.56 -4.92  -0.323
C: 1.39 2.51 -3.31  0.117
F: 2.24 1.45 -3.25  -0.378
C: 0.23 2.53 -2.53  -0.295
Se: -0.17 1.05 -1.36  -0.119
C: -0.64 3.63 -2.60  0.223
F: -1.76 3.66 -1.84  -0.289
C: -0.34 4.70 -3.45  0.310
F: -1.18 5.76 -3.51  -0.311

Summary:
Highest occupied orbital energy (spin up / spin down)   -3.07 / -3.04 eV
Orbital gap (spin up / spin down)   0.2008 / 0.1996 Eh
Total charge   -1
Energy   -5348.9178 hartree
<S²>   0.769
Energy relative to the best compared isomer or geometry (same formula, charge and spin)   18.817 eV
Spin multiplicity   2
Lowest unoccupied orbital energy (spin up / spin down)   2.4 / 2.4 eV



(3)
Formula: C15H16Cl2N4O2
Source: the OMol25 dataset
Level of theory: ωB97M-V/def2-TZVPD

Each line ends with the Mulliken charge.
Geometry (Å):
O: 4.78 -3.15 -0.31  -0.666
C: 4.48 -2.07 0.20  0.219
C: 5.45 -0.87 0.16  -0.283
C: 5.12 0.21 1.16  -0.741
C: 3.60 0.47 1.28  -0.687
C: 2.92 -0.87 1.68  0.095
C: 1.42 -0.66 1.83  0.267
O: 0.96 -0.71 2.95  -0.653
N: 0.63 -0.38 0.73  -0.096
C: -0.73 -0.07 0.74  0.208
N: -1.26 0.24 -0.43  -0.753
N: -2.61 0.51 -0.26  0.480
C: -3.51 0.70 -1.32  0.465
C: -4.84 1.09 -1.09  -0.510
C: -5.68 1.29 -2.12  -0.718
C: -5.24 1.20 -3.45  0.359
Cl: -6.40 1.39 -4.73  -0.204
C: -3.89 0.97 -3.72  -0.134
Cl: -3.25 0.87 -5.35  -0.190
C: -3.06 0.66 -2.64  -0.177
C: -2.99 0.39 1.15  -0.804
C: -1.69 -0.04 1.84  -0.433
N: 3.22 -1.96 0.70  -0.172
H: 5.42 -0.42 -0.84  0.252
H: 6.48 -1.23 0.38  0.282
H: 5.62 1.14 0.88  0.330
H: 5.49 -0.13 2.14  0.334
H: 3.35 1.27 2.00  0.378
H: 3.25 0.83 0.31  0.315
H: 3.33 -1.16 2.64  0.255
H: 1.09 -0.41 -0.17  0.275
H: -5.20 1.17 -0.06  0.318
H: -6.74 1.44 -1.95  0.391
H: -2.01 0.46 -2.86  0.430
H: -3.29 1.34 1.53  0.308
H: -3.83 -0.30 1.31  0.339
H: -1.37 0.63 2.64  0.357
H: -1.75 -1.04 2.23  0.290
H: 2.70 -2.83 0.80  0.273

Summary:
SMILES string   O=C1CCC[C@@H](C(=O)NC2=NN(c3ccc(Cl)c(Cl)c3)CC2)N1
Highest occupied orbital energy   -7.49 eV
Orbital gap   0.2916 Eh
Energy   -1871.0955 hartree
Energy relative to the best compared isomer or geometry (same formula, charge and spin)   0.000 eV
Spin multiplicity   1
Lowest unoccupied orbital energy   0.4 eV



| no. | maximum force (eV/Å) |
| --- | --- |
| 1 | 0.9 |
| 2 | 10.5 |
| 3 | 4.2 |